# 1
Formula: C20H18BiF6N3O6PS2
Source: the Open Molecules 2025 dataset
Level of theory: ωB97M-V/def2-TZVPD

```
! RIJCOSX wB97M-V def2-TZVPD def2/J DEFGRID3
* xyz 1 1
Bi 0.206 1.863 0.474
O -3.594 3.412 -0.654
C -2.514 2.900 -0.679
O -1.662 2.920 0.341
C -2.017 2.186 -1.953
P -1.047 0.707 -1.539
C -2.249 -0.606 -1.304
C -2.209 -1.793 -2.029
C -3.211 -2.736 -1.848
C -4.244 -2.497 -0.955
C -4.294 -1.304 -0.244
C -3.299 -0.358 -0.415
C 0.186 0.310 -2.778
C 0.879 -0.900 -2.681
C 1.931 -1.163 -3.541
C 2.302 -0.225 -4.494
C 1.618 0.978 -4.593
C 0.562 1.251 -3.737
H -1.401 2.905 -2.498
H -2.871 1.923 -2.573
H -1.418 -1.982 -2.741
H -3.183 -3.657 -2.413
H -5.020 -3.238 -0.819
H -5.114 -1.107 0.434
H -3.365 0.585 0.119
H 0.617 -1.633 -1.929
H 2.466 -2.098 -3.454
H 3.127 -0.432 -5.162
H 1.903 1.709 -5.337
H 0.044 2.194 -3.836
C -0.375 0.845 5.953
N -0.699 0.716 4.531
C -1.638 -0.127 3.982
C -1.585 0.046 2.640
N -0.618 0.990 2.372
C -0.100 1.365 3.535
H -1.004 0.157 6.510
H -0.570 1.860 6.289
H 0.668 0.589 6.119
H -2.255 -0.766 4.588
H -2.135 -0.454 1.863
H 0.707 2.068 3.669
F 5.744 0.233 0.736
C 5.060 0.842 -0.215
F 5.295 2.146 -0.174
F 5.404 0.362 -1.398
S 3.255 0.604 0.058
O 2.593 1.327 -1.013
O 2.944 1.092 1.390
N 3.142 -0.968 -0.089
S 1.832 -1.612 0.493
O 0.707 -0.664 0.466
O 1.573 -2.899 -0.054
C 2.178 -1.911 2.317
F 1.465 -1.067 3.070
F 1.822 -3.147 2.621
F 3.461 -1.741 2.579
*
```

energy relative to the best compared isomer or geometry (same formula, charge and spin): 5.4 kcal/mol
HOMO: -0.4495 hartree
frontier orbital gap: 8.60 eV
molecular weight: 814.5 g/mol
total energy: -90885.5705 eV

***

# 2
Formula: C25H16F10N3O2RuSTe2
Source: the Open Molecules 2025 dataset
Level of theory: ωB97M-V/def2-TZVPD

```
! RIJCOSX wB97M-V def2-TZVPD def2/J DEFGRID3
* xyz 0 2
Ru 0.214 -0.535 -0.598
C 1.042 -1.244 3.663
C 0.577 -1.431 2.347
N 0.473 -0.444 1.497
C 0.830 0.819 1.882
C 1.372 1.071 3.146
C 1.457 -0.009 4.053
C 1.835 2.377 3.455
C 1.786 3.349 2.520
C 1.268 3.113 1.198
C 1.417 4.207 0.323
C 1.471 4.460 -1.056
C 1.652 3.648 -2.125
N -0.017 1.642 -0.268
C 0.710 1.861 0.922
H 1.102 -2.098 4.323
H 0.322 -2.417 1.983
H 1.872 0.156 5.039
H 2.255 2.571 4.433
H 2.184 4.330 2.740
H 1.616 5.121 0.877
H 1.497 5.509 -1.320
H 1.795 4.060 -3.121
S -2.882 -3.903 -0.657
C -3.845 -2.465 -0.719
C -5.229 -2.395 -0.820
C -5.813 -1.147 -0.885
C -5.018 -0.001 -0.846
C -3.644 -0.077 -0.736
C -3.031 -1.327 -0.674
N -1.659 -1.634 -0.590
C -1.471 -2.929 -0.588
C -0.131 -3.446 -0.524
C 0.135 -4.812 -0.419
C 1.441 -5.242 -0.309
C 2.453 -4.289 -0.295
C 2.179 -2.933 -0.403
C 0.877 -2.472 -0.544
H -5.826 -3.296 -0.855
H -6.887 -1.059 -0.973
H -5.479 0.975 -0.909
H -3.071 0.827 -0.690
H -0.679 -5.528 -0.417
H 1.669 -6.296 -0.232
H 3.487 -4.600 -0.206
H 3.005 -2.252 -0.397
F 4.233 -1.448 -1.448
Te 3.930 0.316 -0.595
F 3.453 2.225 -0.157
F 3.787 0.941 -2.419
F 3.522 -0.092 1.389
F 1.687 2.367 -2.099
O 2.049 -0.026 -0.641
F -3.467 2.559 -2.252
Te -1.643 2.650 -2.591
F -1.643 4.227 -3.592
F -1.717 3.897 -1.093
F -2.129 1.808 -4.236
F -0.224 -0.292 -2.445
O -1.151 1.049 -0.046
*
```

energy relative to the best compared isomer or geometry (same formula, charge and spin): 146.1 kcal/mol
expectation value of S²: 1.08
HOMO (spin up / spin down): -0.3198 / -0.3165 hartree
frontier orbital gap (spin up / spin down): 5.52 / 5.41 eV
molecular weight: 968.7 g/mol
total energy: -89926.6990 eV

***

# 3
Formula: C21H44BClN4O7P
Source: the Open Molecules 2025 dataset
Level of theory: ωB97M-V/def2-TZVPD

```
! RIJCOSX wB97M-V def2-TZVPD def2/J DEFGRID3
* xyz 1 1
C 6.192 1.210 1.050
C 6.176 -0.146 1.822
C 6.008 -1.327 0.785
C 4.593 -1.992 0.987
C 4.052 -2.532 -0.373
C 3.291 -1.423 -1.177
C 1.814 -1.280 -0.688
C 1.149 0.036 -1.162
C -0.359 0.138 -0.891
C -0.901 -0.285 0.540
C -1.121 -1.818 0.740
C -1.199 -2.087 2.306
C -2.685 -2.179 2.818
C -3.307 -0.730 2.923
N -3.912 -0.526 4.267
N -1.253 -0.691 -1.795
C -2.394 0.046 -2.183
N -3.278 -0.604 -2.870
Cl -4.677 0.176 -3.458
B -3.147 -2.094 -3.208
O -3.954 -2.967 -2.541
O -2.240 -2.408 -4.163
C -1.953 -3.852 -4.091
N -2.366 1.377 -1.752
P -3.728 1.944 -0.851
O -4.484 0.785 -0.353
O -4.589 2.815 -1.901
O -3.332 2.932 0.357
C -1.026 1.532 -1.105
C -0.261 2.684 -1.859
C -0.195 3.959 -0.967
O 0.620 3.746 0.194
C 0.283 4.623 1.228
C -0.939 4.395 2.138
O 0.932 5.583 1.400
H 5.170 1.500 0.720
H 6.806 1.116 0.133
H 6.585 2.026 1.691
H 5.353 -0.141 2.568
H 7.126 -0.306 2.371
H 6.007 -0.908 -0.242
H 6.829 -2.064 0.856
H 4.734 -2.792 1.742
H 3.865 -1.276 1.427
H 4.858 -2.997 -0.975
H 3.292 -3.316 -0.148
H 3.325 -1.739 -2.243
H 3.850 -0.465 -1.084
H 1.289 -2.182 -1.077
H 1.813 -1.389 0.417
H 1.692 0.898 -0.730
H 1.277 0.069 -2.273
H -1.881 0.198 0.757
H -0.200 0.133 1.299
H -0.299 -2.448 0.365
H -2.091 -2.091 0.288
H -0.758 -1.219 2.848
H -0.591 -2.963 2.603
H -3.244 -2.826 2.118
H -2.690 -2.557 3.861
H -4.006 -0.510 2.091
H -2.484 0.027 2.833
H -3.151 -0.186 4.853
H -4.636 0.188 4.201
H -0.705 -0.734 -2.667
H -4.693 -2.496 -2.117
H -1.090 -4.024 -4.760
H -2.853 -4.393 -4.432
H -1.695 -4.090 -3.042
H -5.451 3.044 -1.510
H -3.153 2.380 1.144
H -1.078 1.948 -0.074
H 0.733 2.404 -2.254
H -0.864 2.996 -2.742
H -1.239 4.158 -0.636
H 0.153 4.841 -1.539
H -1.868 4.715 1.627
H -0.835 5.063 3.015
H -1.010 3.367 2.551
*
```

SMILES: CCCCCCCC[C@]1(CCCCCN)NC(N(Cl)B(O)OC)=[N+](P(=O)(O)O)[C@@H]1CCOC(C)=O
HOMO: -0.4251 hartree
frontier orbital gap: 8.34 eV
molecular weight: 541.8 g/mol
total energy: -65268.8175 eV

***

# 4
Formula: H20O10
Source: the Open Molecules 2025 dataset
Level of theory: ωB97M-V/def2-TZVPD

```
! RIJCOSX wB97M-V def2-TZVPD def2/J DEFGRID3
* xyz 0 1
O 0.262 -0.414 -1.138
H -0.498 -0.516 -0.554
H 0.893 -1.068 -0.817
O -2.474 -2.264 -2.410
H -2.237 -1.832 -3.238
H -2.190 -1.642 -1.731
O -3.232 0.384 1.528
H -2.676 1.100 1.201
H -3.867 0.237 0.818
O 0.551 2.738 0.843
H -0.085 2.153 1.270
H 0.010 3.450 0.484
O 3.139 1.940 -0.889
H 2.590 1.943 -1.681
H 3.434 2.854 -0.804
O -2.567 2.136 -0.030
H -3.123 2.912 -0.171
H -1.725 2.502 0.264
O 0.347 -0.541 1.550
H -0.078 0.109 0.979
H 0.790 -1.137 0.936
O -4.768 -2.162 0.028
H -5.179 -1.470 -0.503
H -4.416 -1.692 0.792
O 3.666 -2.691 2.968
H 3.715 -1.737 3.092
H 3.492 -2.796 2.025
O 5.718 -1.069 -1.673
H 5.637 -0.129 -1.868
H 4.872 -1.299 -1.272
*
```

SMILES: O.O.O.O.O.O.O.O.O.O
energy relative to the best compared isomer or geometry (same formula, charge and spin): 108.5 kcal/mol
HOMO: -0.4153 hartree
frontier orbital gap: 10.74 eV
molecular weight: 180.1 g/mol
total energy: -20797.9082 eV

***

no.,largest force on an atom (eV/Å)
1,0.302
2,0.976
3,3.553
4,1.514